No. 1
This record from the OMol25 dataset describes a molecular structure, C17H16CoN4O2S. The level of theory is ωB97M-V/def2-TZVPD.

Positions of all 41 atoms, in Å:
C: -3.86 -0.15 1.17
C: -2.70 -0.50 3.61
H: -5.69 -0.78 2.04
C: -0.08 4.50 -0.04
C: -0.49 3.19 0.12
H: -1.09 -3.23 -0.63
C: 1.26 4.77 -0.26
H: -4.21 0.01 0.16
C: 2.16 3.72 -0.31
H: 4.20 -0.10 -1.35
C: -1.91 -0.06 2.53
N: 0.37 2.17 0.07
C: -1.26 -2.25 -0.17
H: 5.03 -4.00 0.22
N: 2.54 1.34 -0.15
S: -0.23 0.24 2.66
H: 3.22 3.85 -0.46
N: 1.94 0.25 0.02
H: 2.97 -3.89 1.58
C: -4.04 -0.75 3.46
C: 2.78 -0.90 0.05
C: 3.24 -3.07 0.94
H: -0.81 5.30 0.00
Co: 0.01 0.26 0.24
O: -1.90 0.58 0.27
C: 4.75 -2.06 -0.65
C: 1.66 2.43 -0.14
C: -4.64 -0.58 2.21
O: -0.10 -1.48 -0.29
N: -2.55 0.12 1.34
H: -1.52 -2.44 0.89
C: 3.94 -0.94 -0.71
H: 5.65 -2.12 -1.25
H: 1.61 5.79 -0.39
H: -1.52 2.91 0.30
H: -2.20 -0.63 4.56
C: 4.40 -3.12 0.18
C: 2.41 -1.96 0.87
H: -2.13 -1.80 -0.65
H: 1.50 -1.89 1.44
H: -4.62 -1.09 4.30

Properties
**HOMO-LUMO gap (alpha / beta)**: 0.2313 / 0.2327 Ha
**LUMO level (alpha / beta)**: -1.0631 / -1.0554 eV
**Spin multiplicity**: 2
**Energy relative to the best compared isomer or geometry (same formula, charge and spin)**: 0.0 kJ/mol
**HOMO level (alpha / beta)**: -7.4 / -7.4 eV

Results of the Mulliken charge analysis, in e, for atoms 1 through 5: -0.19, -0.82, 0.40, -0.71, -0.20



No. 2
This record from the OMol25 dataset describes a molecular structure, C10H16F6N3O7RhS2. The level of theory is ωB97M-V/def2-TZVPD.

Positions of all 45 atoms, in Å:
H: 0.41 -3.78 1.00
H: 2.03 1.89 -5.18
S: -3.66 -0.49 0.61
H: 1.15 -3.96 2.61
H: 2.00 -4.57 1.18
C: 1.78 1.05 -1.44
H: -0.72 2.59 -4.65
N: 0.72 1.50 -3.61
F: -2.28 -1.68 2.46
C: 0.59 1.05 -2.39
O: 1.33 0.73 -0.12
H: 2.24 0.34 1.66
C: -0.42 1.55 -4.53
F: -4.17 -0.87 3.14
C: -2.55 2.35 3.21
O: -3.06 3.24 0.75
O: -0.85 2.12 1.11
C: 1.34 -3.79 1.56
Rh: -0.87 0.09 -0.01
O: 0.26 -1.58 0.35
F: -2.06 3.51 3.59
H: -0.11 1.14 -5.48
H: 3.14 -0.22 0.25
H: 2.84 1.58 -3.64
F: -1.89 1.35 3.78
O: -5.01 -0.18 0.37
H: 3.74 -1.42 2.03
C: 3.38 -2.44 1.97
C: 1.98 2.06 -4.10
O: -0.52 0.58 -1.98
N: -2.64 0.71 0.94
S: -2.31 2.22 1.37
H: 2.51 0.31 -1.78
C: 2.14 -0.13 0.68
H: 4.04 -3.05 1.36
C: 1.45 -1.49 0.82
H: 2.26 2.03 -1.41
F: -4.14 -2.67 1.93
H: 3.34 -2.85 2.98
C: -3.57 -1.51 2.16
H: 2.00 3.14 -3.92
H: -1.24 0.97 -4.12
F: -3.83 2.25 3.46
N: 2.02 -2.49 1.41
O: -2.81 -1.18 -0.36

Properties
**HOMO-LUMO gap (alpha / beta)**: 0.4208 / 0.2682 Ha
**LUMO level (alpha / beta)**: -5.5107 / -9.6268 eV
**Spin multiplicity**: 5
**Net charge**: +2
**HOMO level (alpha / beta)**: -17.0 / -16.9 eV

Results of the Mulliken charge analysis, in e, for atoms 1 through 5: 0.29, 0.31, 1.35, 0.35, 0.35



No. 3
This record from the OMol25 dataset describes 2 unconnected molecules or ions with the total composition C9H12FISi at a distorted geometry. The level of theory is ωB97M-V/def2-TZVPD.

Positions of all 24 atoms, in Å:
F: 4.79 -0.98 -3.33
H: -2.35 0.63 -1.29
H: -3.68 0.92 1.78
H: -3.04 -0.93 -1.06
H: 2.49 -2.83 -0.28
C: -2.23 0.04 0.66
H: 3.86 -2.84 -1.95
H: 3.27 1.47 0.12
H: -2.80 2.00 0.75
C: 4.00 0.44 -1.50
C: 3.26 0.53 -0.35
H: -2.26 -0.98 1.08
C: -2.74 1.18 1.43
Si: 1.42 -0.38 1.58
H: -2.28 1.36 2.36
H: -1.29 -0.74 -1.24
C: -2.19 -0.31 -0.80
I: 1.38 -2.44 2.95
C: 2.51 -0.57 0.07
C: 3.64 -1.95 -1.58
C: 2.78 -1.84 -0.53
H: 1.33 0.89 2.47
C: 4.15 -0.78 -2.12
H: 4.45 1.31 -1.82

Properties
**HOMO-LUMO gap (alpha / beta)**: 0.2661 / 0.2469 Ha
**LUMO level (alpha / beta)**: 0.2938 / -0.6513 eV
**Energy relative to the best compared isomer or geometry (same formula, charge and spin)**: 167.8 kJ/mol
**HOMO level (alpha / beta)**: -6.9 / -7.4 eV

Results of the Mulliken charge analysis, in e, for atoms 1 through 5: -0.31, 0.31, 0.33, 0.29, 0.27



No. 4
This record from the OMol25 dataset describes a molecular structure, C8H8N3OS at a distorted geometry. The level of theory is ωB97M-V/def2-TZVPD.

Positions of all 21 atoms, in Å:
S: 1.94 -0.68 1.78
H: 3.34 2.37 -0.86
C: 0.75 0.45 -0.68
N: -1.26 -0.91 -1.09
H: -2.06 0.84 -0.02
C: -0.81 -1.27 1.79
O: -1.74 -2.08 -1.66
C: 0.37 -1.01 1.20
C: -2.01 -1.07 1.17
H: -2.87 -1.50 1.66
C: 0.09 -0.85 -0.75
N: 0.24 1.56 -0.21
C: 2.41 1.95 -0.73
H: 1.14 3.52 0.01
C: 1.29 2.49 -0.26
H: 2.72 -0.11 -1.40
C: -2.19 -0.31 -0.08
H: 0.59 -1.72 -1.11
H: -0.81 -1.70 2.71
N: 2.07 0.61 -0.94
H: -3.20 -0.56 -0.53

Properties
**HOMO-LUMO gap (alpha / beta)**: 0.2494 / 0.1990 Ha
**LUMO level (alpha / beta)**: 3.4504 / 3.3083 eV
**Energy relative to the best compared isomer or geometry (same formula, charge and spin)**: 139.9 kJ/mol
**Net charge**: -1
**HOMO level (alpha / beta)**: -3.3 / -2.1 eV

Results of the Mulliken charge analysis, in e, for atoms 1 through 5: -0.45, 0.45, -0.05, 0.36, 0.27